No. 1
Molecular formula: CH6P2
Method: DFT, ωB97M-V with the def2-TZVPD basis set

Geometry (Å):
C 0.264 0.725 -1.060
H -0.122 -0.151 -1.540
H -1.899 -1.223 0.821
P -0.731 -1.078 1.605
H 1.358 0.655 -1.180
H 1.289 0.316 1.170
H 0.085 -1.741 0.683
P -0.033 0.831 0.879
H -0.211 1.667 -1.378

The orbital gap is 10.18 eV. The electronic energy is -19710.7033 eV. The energy relative to the best compared isomer or geometry (same formula, charge and spin) is 0.118 eV.

Results of the Mulliken charge analysis, in e, for atoms 1 through 2: atom 1 (C): -0.91, atom 2 (H): 0.34

=====

No. 2
Molecular formula: CH6P4
Method: DFT, ωB97M-V with the def2-TZVPD basis set

Geometry (Å):
H 1.004 2.954 -1.055
H 0.706 -0.290 1.501
H -1.063 -2.184 -1.700
C 0.250 -0.767 0.744
P 0.930 2.121 0.030
P 0.605 0.097 -0.888
H 0.512 -1.788 0.719
H -2.209 -1.642 0.942
P -1.558 0.147 -1.338
P -1.532 -0.379 0.782
H 2.356 1.731 0.262

The orbital gap (alpha / beta) is 6.76 / 6.85 eV. The electronic energy is -38284.9736 eV. The energy relative to the best compared isomer or geometry (same formula, charge and spin) is 3.466 eV.

Results of the Mulliken charge analysis, in e, for atoms 1 through 2: atom 1 (H): 0.08, atom 2 (H): 0.46

=====

No. 3
Molecular formula: CH6PS2
Method: DFT, ωB97M-V with the def2-TZVPD basis set

Geometry (Å):
S 0.004 -0.241 -0.990
H 1.835 1.053 0.864
P 1.523 -0.289 0.631
S 2.943 -1.441 0.084
H -1.596 -0.155 0.778
C -1.627 0.141 -0.253
H -1.834 1.187 -0.375
H 0.346 0.882 -1.638
H 0.743 -0.703 1.714
H -2.337 -0.434 -0.816

The orbital gap is 9.09 eV. The electronic energy is -32085.3648 eV. Its charge is +1.

Results of the Mulliken charge analysis, in e, for atoms 1 through 2: atom 1 (S): 0.07, atom 2 (H): 0.18

=====

Please write out number 1 again, unchanged.
Molecular formula: CH6P2
Method: DFT, ωB97M-V with the def2-TZVPD basis set

Geometry (Å):
C 0.264 0.725 -1.060
H -0.122 -0.151 -1.540
H -1.899 -1.223 0.821
P -0.731 -1.078 1.605
H 1.358 0.655 -1.180
H 1.289 0.316 1.170
H 0.085 -1.741 0.683
P -0.033 0.831 0.879
H -0.211 1.667 -1.378

The orbital gap is 10.18 eV. The electronic energy is -19710.7033 eV. The energy relative to the best compared isomer or geometry (same formula, charge and spin) is 0.118 eV.

Results of the Mulliken charge analysis, in e, for atoms 1 through 2: atom 1 (C): -0.91, atom 2 (H): 0.34